Below is a cluster of 2 separate species, C31H33N3O6 in total at a distorted geometry, with properties calculated with ωB97M-V/def2-TZVPD.

Values from the calculation:
LUMO energy = -2.20 eV
energy relative to the best compared isomer or geometry (same formula, charge and spin) = 0.0 kJ/mol
calculated total energy = -49433.132 eV
orbital gap = 4.227 eV
highest occupied orbital energy = -0.236 Eh

```
73
C31H33N3O6 | the Open Molecules 2025 dataset | ωB97M-V/def2-TZVPD
H -5.414 -0.929 0.290
N 5.516 0.765 0.707
O 2.492 -6.242 -3.183
C -1.843 -1.224 3.447
H -3.364 -0.905 4.927
C 0.151 -3.180 -1.818
H 5.916 -1.080 -0.175
C -0.605 -1.700 0.043
C 1.832 0.848 0.587
C -2.005 4.197 1.742
H 5.328 2.621 1.661
H 2.524 0.923 -2.751
C -3.256 -0.877 3.837
C -2.638 3.116 -0.465
O 3.698 -6.231 -1.342
N 2.760 -5.791 -2.045
O -1.565 -1.072 -2.062
H 1.603 -2.808 1.242
H -4.124 -1.555 -1.662
H -5.416 3.840 -2.241
H 2.920 -4.713 0.399
O -2.806 -0.807 -0.230
C 1.585 0.926 -0.803
C 3.994 0.766 -1.182
H -1.101 -0.651 4.024
H 0.141 2.633 1.185
C -1.962 2.295 -1.385
C 2.161 -4.250 -0.221
H -3.556 0.112 3.467
C 6.398 -0.363 0.498
H -3.921 -1.643 3.413
H -3.016 4.594 1.666
C -0.659 2.581 0.461
C 1.956 -4.742 -1.525
C 2.713 0.867 -1.673
H -4.205 2.469 -3.916
N -1.805 3.272 0.648
H 4.851 0.705 -1.865
C -0.599 -1.452 1.485
H -0.616 -2.766 -2.459
O 0.363 -1.704 2.235
C 3.115 0.840 1.098
H 3.288 0.837 2.176
C 4.220 0.778 0.219
H -1.942 1.472 -3.342
H -1.282 5.024 1.700
C 1.403 -3.196 0.254
C 5.998 1.756 1.643
C -2.495 2.096 -2.642
C 0.929 -4.204 -2.318
H -4.728 0.728 0.325
H -4.330 4.348 -0.003
C -3.865 3.698 -0.739
O -1.711 -0.926 2.034
C -4.438 3.429 -1.991
C 0.277 1.100 -1.350
H 0.994 0.826 1.281
H 6.995 2.100 1.335
H -1.661 -2.303 3.597
H -3.634 0.147 -1.926
H -5.851 0.256 -0.973
H 0.105 0.790 -2.376
C -3.752 2.653 -2.938
H 7.348 -0.033 0.051
H -1.862 3.682 2.700
C -3.905 -0.595 -1.161
C -1.667 -1.199 -0.830
H 0.755 -4.581 -3.321
H 6.080 1.356 2.664
C -0.703 1.880 -0.762
C -5.043 -0.100 -0.324
C 0.312 -2.641 -0.495
H 6.621 -0.866 1.455
```

Below is a structure of composition C31H33N6OOsSi at a distorted geometry, with properties calculated with ωB97M-V/def2-TZVPD.

Values from the calculation:
multiplicity = 5
LUMO energy (spin up / spin down) = -8.75 / -10.89 eV
calculated total energy = -53991.107 eV
orbital gap (spin up / spin down) = 7.798 / 5.988 eV
total charge = +3
highest occupied orbital energy (spin up / spin down) = -0.608 / -0.620 Eh

```
73
C31H33N6OOsSi | the Open Molecules 2025 dataset | ωB97M-V/def2-TZVPD
C 0.224 -0.688 2.834
C -1.989 -1.393 -0.262
H -0.367 -4.416 -0.543
H 2.517 -0.891 -0.680
H -2.507 -5.219 0.288
N 2.475 0.093 -0.416
H -0.575 -2.159 6.300
H -2.692 2.087 1.991
H 3.626 -4.467 0.564
H 3.498 1.219 1.065
C -0.290 -1.774 5.330
C -2.484 2.480 0.990
C 2.172 2.045 -1.788
H 3.381 -0.804 3.535
C 3.174 0.216 0.868
H -3.659 2.633 -2.276
C -0.752 4.025 -1.387
C 0.142 6.121 -2.253
C 1.246 -0.986 3.734
H 1.515 -3.085 0.930
H 3.377 -3.711 -3.612
H -5.172 1.850 -0.081
H 4.067 -0.423 0.868
H 1.289 -2.343 -3.306
H -3.266 0.985 -2.805
H -1.407 2.741 1.029
Si -2.997 1.271 -0.380
H -1.878 5.810 -1.578
N 2.461 -0.673 3.139
H -1.898 -0.729 2.438
C -3.457 -3.270 0.247
C 1.340 -2.637 -1.155
C -0.962 -2.356 -0.499
O 0.223 -1.785 -0.956
C -0.919 5.344 -1.764
H -4.147 -1.297 0.156
C -4.774 0.850 -0.085
N 0.884 -0.233 1.659
H -1.522 3.518 -0.850
C 1.511 4.150 -2.161
C -2.917 1.810 -2.172
N 2.597 3.246 -2.243
H -2.984 3.447 0.812
H 3.519 3.460 -2.614
H 4.433 -4.854 -1.656
C 3.081 -4.012 -0.271
H -0.021 7.169 -2.532
C 3.544 -4.224 -1.574
Os 0.340 0.504 -0.234
C -3.305 -1.943 0.025
N -1.727 -0.065 -0.227
H 4.059 1.133 -1.376
H 3.015 0.130 -2.407
C -1.089 -0.928 3.164
C -2.377 -4.175 0.093
H -2.330 -1.679 4.712
H -4.435 -3.647 0.504
C 1.378 5.529 -2.414
H -5.236 0.285 -0.899
C 1.031 -1.518 4.989
C 0.442 3.400 -1.669
H -4.974 0.361 0.859
H -1.948 2.121 -2.552
H 1.929 -1.690 5.592
C -1.150 -3.698 -0.380
C 2.208 -0.219 1.922
N 0.860 2.067 -1.481
H 2.208 6.127 -2.782
C 1.821 -2.794 -2.459
C 3.031 0.839 -1.571
C -1.311 -1.471 4.404
C 2.944 -3.577 -2.639
C 1.958 -3.235 -0.052
```

Below is a structure of composition C31H33N8ORuS2 at a distorted geometry, with properties calculated with ωB97M-V/def2-TZVPD.

Values from the calculation:
multiplicity = 2
LUMO energy (spin up / spin down) = 0.17 / -0.23 eV
energy relative to the best compared isomer or geometry (same formula, charge and spin) = 114.3 kJ/mol
calculated total energy = -70904.120 eV
orbital gap (spin up / spin down) = 7.330 / 6.938 eV
highest occupied orbital energy (spin up / spin down) = -0.263 / -0.263 Eh

```
76
C31H33N8ORuS2 | the Open Molecules 2025 dataset | ωB97M-V/def2-TZVPD
C -4.278 -0.507 -1.125
H -4.358 -1.122 0.943
C -1.180 0.815 2.456
C -3.863 -0.485 0.217
C 2.509 3.617 0.409
N -0.113 0.693 1.522
H 2.268 -2.841 -0.807
N -0.089 -1.386 -0.611
H -2.185 1.849 -2.319
H 4.856 1.053 4.442
C -1.250 4.049 0.680
C -3.223 0.948 4.338
H 2.798 0.214 3.334
C 0.790 -1.925 0.434
C 3.246 1.153 3.025
C 4.304 3.488 2.169
C 0.604 -4.164 -0.532
C -1.826 -2.494 -3.660
C 1.900 -1.491 -4.699
O 0.134 2.882 -0.903
N 1.161 4.068 0.718
S 2.306 0.405 -1.116
H -0.340 -5.360 -2.560
H -0.006 -3.498 -4.174
H 0.001 -4.563 0.292
H 1.132 -4.998 -0.995
H 2.155 -3.544 0.809
C -1.010 -3.753 -3.835
H -5.090 -1.159 -1.426
S 0.362 0.687 -3.191
N -1.412 -1.793 -2.452
H 0.192 -2.199 1.318
C 3.167 2.938 1.592
C -2.127 1.097 -0.325
C -2.490 0.539 2.061
C -1.923 1.268 4.705
H 4.702 4.422 1.792
C 4.926 2.821 3.213
H 0.118 1.420 4.046
C -3.498 0.603 3.023
C 2.427 -1.085 -3.425
C 3.567 -1.802 -2.925
H -4.031 0.361 -3.072
H 0.778 1.064 1.844
H 1.490 -1.141 0.715
N 2.627 1.798 2.035
H -2.889 -2.741 -3.584
H -1.696 1.560 5.723
C -0.907 1.197 3.764
H 1.032 4.657 1.525
C -0.558 -2.236 -1.518
C 1.798 -0.118 -2.675
H -1.537 -0.794 -2.439
H -1.691 -1.829 -4.513
H -4.520 0.409 2.720
H -1.926 -4.707 -2.131
Ru -0.135 0.715 -0.856
H 3.128 4.452 0.081
H 5.809 3.235 3.683
H -1.483 3.451 1.565
N 1.475 -1.846 -5.710
H -1.222 5.103 0.960
C -0.924 -4.444 -2.491
H 2.411 2.908 -0.412
C 1.575 -3.133 -0.019
H -4.023 0.986 5.067
N 4.457 -2.409 -2.511
H 0.003 -0.274 1.261
C 4.399 1.617 3.641
C -2.820 0.326 0.625
H -1.469 -4.404 -4.578
H -2.030 3.876 -0.054
N -0.256 -3.563 -1.539
C -2.610 1.134 -1.623
C -3.684 0.328 -2.045
C 0.066 3.599 0.105
```

Below is a cluster of 4 separate species, C31H34BF3O4 in total, with properties calculated with ωB97M-V/def2-TZVPD.

Values from the calculation:
LUMO energy = -0.89 eV
energy relative to the best compared isomer or geometry (same formula, charge and spin) = 0.0 kJ/mol
calculated total energy = -49718.300 eV
orbital gap = 8.438 eV
structure (SMILES) = CCOB(O)C1=CC(=O)C(CCC(C)C)=CC1=O.Fc1ccccc1.Fc1ccccc1.Fc1ccccc1
highest occupied orbital energy = -0.343 Eh

```
73
C31H34BF3O4 | the Open Molecules 2025 dataset | ωB97M-V/def2-TZVPD
H 1.134 0.203 3.433
C -6.518 -4.019 -7.016
H 6.397 -2.666 0.586
O 8.756 1.110 2.272
C -3.572 0.510 -2.763
C -4.947 -3.162 -8.621
C -3.986 -3.041 -7.628
C -5.177 -1.575 4.434
C -3.265 -0.607 -3.527
H -6.957 -3.739 -9.096
H -5.787 -2.441 4.654
H -7.503 -4.395 -6.777
H -3.314 1.489 -0.852
F -1.806 -0.268 0.288
C 2.530 3.950 1.825
H 4.822 -2.695 1.388
C -4.586 -1.439 3.185
H -0.091 1.816 2.251
C 0.955 1.811 1.948
H 1.275 -0.333 1.750
C -3.084 0.630 -1.469
H -3.339 -0.201 1.930
C 3.918 3.444 1.580
C -2.464 -1.612 -3.001
H -1.334 -2.266 -1.279
F -3.387 -3.306 -5.370
H -2.225 -2.481 -3.592
H 8.751 1.472 3.163
H 6.299 -2.807 2.362
H 2.645 4.858 2.419
O 4.865 4.706 3.350
C 5.762 2.371 0.421
C 5.855 -2.359 1.477
C 5.858 -0.846 1.571
C 4.352 2.808 0.487
H 2.366 2.537 3.410
H -5.778 -4.195 -4.993
O 7.173 -0.357 1.300
H 0.880 2.757 -0.053
C 1.522 0.466 2.450
C 5.993 2.697 2.807
B 7.498 0.878 1.780
H 5.524 -0.549 2.567
H 3.714 2.626 -0.366
H -3.649 -0.698 -4.534
H -4.730 -2.201 2.430
H 0.258 1.131 0.056
C -5.565 -3.909 -6.014
C -3.629 0.625 3.876
H -2.996 -2.660 -7.839
H -4.033 1.287 5.866
O 6.387 2.304 -0.615
C 4.920 3.710 2.666
C -1.964 -1.500 -1.711
C 1.697 2.973 2.667
H 5.134 -0.441 0.857
C -4.202 0.515 5.126
H -5.446 -0.698 6.373
H 1.982 1.342 0.100
H 2.051 4.257 0.898
H 2.612 0.518 2.505
H 6.415 2.540 3.792
C -4.985 -0.597 5.400
H 0.963 3.558 3.219
H -4.705 -2.876 -9.636
H -4.194 1.294 -3.174
C -4.318 -3.421 -6.344
C -6.211 -3.649 -8.319
C -3.806 -0.329 2.895
F -2.866 1.706 3.602
C 1.044 1.792 0.422
C 6.400 2.026 1.723
C -2.288 -0.381 -0.973
```

Below is a structure of composition C31H34Br2N4O7PSc, with properties calculated with ωB97M-V/def2-TZVPD.

Values from the calculation:
LUMO energy = -5.35 eV
energy relative to the best compared isomer or geometry (same formula, charge and spin) = 0.0 kJ/mol
calculated total energy = -223060.613 eV
orbital gap = 8.032 eV
total charge = +2
highest occupied orbital energy = -0.492 Eh

```
80
C31H34Br2N4O7PSc | the Open Molecules 2025 dataset | ωB97M-V/def2-TZVPD
C -3.755 -6.365 0.116
C 0.005 2.848 -0.141
C 4.130 -0.402 1.105
C -1.724 -5.169 -0.269
H -4.655 2.123 -1.430
C 0.417 0.061 -2.821
H -1.415 -1.347 3.956
C 0.495 0.047 -4.200
H 5.888 -0.063 2.159
C 5.409 -1.077 -2.188
C 1.763 -0.309 1.784
H 0.674 3.234 1.866
C -0.545 -0.528 -4.914
H 4.528 -0.216 3.783
H -3.739 5.438 1.748
H -0.475 3.327 -0.991
H 2.958 -0.832 -0.510
C 5.115 -0.784 -0.862
C -3.799 3.774 -2.535
H -4.754 4.743 3.016
C -2.419 -4.028 0.135
H -4.158 2.438 2.254
H -2.458 -1.511 -4.751
H -0.652 4.284 1.323
C 2.530 -0.189 4.477
C -2.416 -6.359 -0.278
N 5.450 -0.284 1.281
H -0.684 -5.111 -0.556
H 1.200 0.512 -2.221
C 1.171 -0.246 4.145
N -4.419 -5.278 0.500
O 1.308 -0.340 0.526
H -3.916 1.655 -2.961
H 8.787 -0.838 -1.892
H 8.230 -0.321 0.462
C -1.627 -1.060 -4.228
C -3.828 2.330 -2.112
C 6.747 -1.089 -2.524
H 1.349 0.485 -4.697
C 3.487 -0.223 3.491
P -2.522 1.712 0.117
O -3.047 3.123 0.632
C -1.555 -0.476 3.319
Br -1.599 -7.962 -0.798
C 7.752 -0.817 -1.579
H 0.918 2.359 -0.481
O -0.476 -0.409 2.357
H 0.982 4.538 0.716
H -2.461 -0.579 2.733
N 3.902 -0.687 -0.175
H 0.426 -0.247 4.927
C -4.357 4.580 2.013
Br 3.025 -0.095 6.277
H -4.306 -7.299 0.113
H -4.297 -3.244 0.818
C 0.260 3.776 1.015
O -2.323 -1.653 0.506
O -2.567 1.970 -1.464
C 7.456 -0.528 -0.263
H -5.196 4.523 1.321
H -4.727 4.023 -3.052
O -0.875 1.748 0.297
C -1.720 -2.743 0.167
H -2.694 3.358 2.661
C -3.555 3.309 1.991
H 7.038 -1.318 -3.540
H -0.517 -0.561 -5.995
C -1.629 -1.002 -2.850
N -0.621 -0.458 -2.153
Sc -0.643 -0.520 0.112
C -3.753 -4.128 0.507
C 0.819 -0.313 2.821
H -2.973 3.961 -3.221
C 3.109 -0.290 2.139
H 4.639 -1.294 -2.914
C 6.107 -0.523 0.069
H -1.566 0.440 3.907
H -2.458 -1.395 -2.272
H -3.705 4.433 -1.673
O -0.495 -2.642 -0.153
```

Below is a structure of composition C31H34F2N2OS4SbSiTc at a distorted geometry, with properties calculated with ωB97M-V/def2-TZVPD.

Values from the calculation:
LUMO energy = -1.60 eV
calculated total energy = -103118.183 eV
orbital gap = 6.274 eV
highest occupied orbital energy = -0.289 Eh

```
77
C31H34F2N2OS4SbSiTc | the Open Molecules 2025 dataset | ωB97M-V/def2-TZVPD
S 1.339 5.082 2.355
N 0.415 0.717 2.459
H 1.482 -1.401 -2.323
H 0.027 1.160 -3.799
Sb 0.805 4.147 0.375
C 2.563 0.463 -2.034
F 4.014 -1.255 3.526
H -3.443 -2.380 3.584
H -3.256 0.142 -3.399
C -2.091 3.771 -4.164
C -0.773 1.850 -3.580
C -2.325 -1.203 -0.407
H 1.057 -0.161 -3.497
C 3.275 -1.524 2.435
H 1.783 2.165 5.753
H -1.372 1.633 2.927
C 1.734 -2.154 0.242
H 3.580 -1.215 -1.084
C 2.741 -2.993 0.677
H -3.023 -0.678 3.437
H -0.604 -2.820 4.138
H -3.772 4.167 -2.888
S 2.173 1.956 0.292
H 4.092 0.353 -0.463
N -1.371 -0.985 0.595
H 4.627 -0.183 -2.049
C 1.487 -0.963 0.911
C 1.879 -0.582 -2.921
S 0.931 5.023 -1.701
C -1.026 2.926 -4.419
C -3.151 -1.604 2.872
C -4.260 -2.343 -1.357
H 2.605 -0.990 -3.626
Si -1.516 -2.068 2.037
H -3.306 -2.923 0.440
C -1.372 -3.853 1.403
H -5.029 -1.567 -3.211
C 1.381 1.724 4.852
C 3.065 1.620 -2.917
C -2.923 3.525 -3.082
H 0.738 -2.243 3.157
F 2.956 -4.141 0.019
H 0.878 1.765 -1.674
H 3.775 1.238 -3.653
C -4.273 -1.482 -2.443
H -2.274 4.621 -4.807
C -0.284 -2.021 3.463
H -1.105 -3.898 0.347
C 1.647 0.358 2.904
C 3.555 -2.687 1.750
H -0.596 2.571 5.057
Tc -0.008 0.430 0.428
H 4.358 -3.340 2.059
H 3.573 2.371 -2.309
H 1.151 -2.448 -0.622
C -2.337 -0.385 -1.544
H -0.381 3.103 -5.269
C 2.165 0.887 4.077
S -1.033 2.600 0.620
C -0.367 1.447 3.265
O -1.303 0.535 -1.640
C 1.539 1.121 -1.090
C -1.576 1.643 -2.476
H -0.286 -1.094 4.035
H 3.173 0.646 4.371
H -3.327 2.256 -1.400
C 0.072 1.962 4.467
H -4.997 -3.131 -1.276
H 2.247 2.113 -3.446
C -2.670 2.463 -2.232
C 2.233 -0.680 2.070
H -0.599 -4.378 1.966
C 3.782 -0.185 -1.359
C -3.300 -2.215 -0.374
H -2.303 -4.411 1.533
C -3.291 -0.515 -2.543
H -3.976 -1.456 2.177
```